DFT (ωB97M-V/def2-TZVPD) results for C11H20N2O5 in the gas phase in a non-equilibrium geometry.

Atoms and positions in Å:
C -1.41471 1.24664 -0.26904
C -0.24915 0.30916 0.05094
C -2.69543 0.43120 -0.20237
C -2.81841 -0.70309 -1.26194
C -3.49871 0.01120 1.18551
C -4.84633 -0.83125 0.80560
C 2.17521 0.15401 -0.43791
C 2.01607 -1.27096 -0.67071
C 2.92662 0.33022 0.94808
C 4.34879 -0.25180 1.21772
C 5.29421 0.24441 0.21570
H -1.28942 2.90725 -1.46346
H -1.95850 1.53258 -2.23046
H -1.30021 2.02870 0.62730
H -3.56605 1.12990 -0.44466
H -2.43341 -1.70122 -0.62156
H -3.78949 -1.04426 -1.65643
H -1.92903 -0.70781 -2.06427
H -2.75123 -0.46002 1.97819
H -3.80100 0.90146 1.66768
H -4.86764 -1.88974 0.41042
H -5.55068 -0.18365 0.27287
H -5.49596 -0.64111 1.69699
H 0.73246 1.21970 -1.55261
H 2.82180 0.77951 -1.19545
H 2.16724 0.11732 1.82744
H 3.24497 1.41802 1.30325
H 4.46790 -1.35480 1.55641
H 4.50308 0.07836 2.18503
H 4.92761 -1.39507 -0.72475
H 0.29183 -1.70100 0.13664
N -1.15718 1.80663 -1.57563
N 0.90493 0.86513 -0.45062
O -0.40037 -0.55755 0.83107
O 3.23191 -1.89675 -0.65651
O 5.58873 1.54915 0.22688
O 5.45139 -0.51908 -0.84274
O 0.71817 -1.95139 -0.82261

Results
- total charge = 0
- energy relative to the best compared isomer or geometry (same formula, charge and spin) (kJ/mol) = 720.5
- lowest unoccupied orbital energy (eV) = 0.005
- Kohn-Sham gap (eV) = 9.753
- energy (Eh) = -916.654813

Atomic partial charges in e from the Löwdin method, atoms 1 to 2:
1. C -0.324
2. C -0.501



DFT (ωB97M-V/def2-TZVPD) results for C11H20N2OS in the gas phase.

Atoms and positions in Å:
C -0.53257 -2.84496 1.15114
C 0.75055 -2.04559 0.95500
C 1.51490 -2.50696 -0.28212
C 2.85276 -1.79489 -0.49135
C 2.72351 -0.30434 -0.83396
C 2.94007 0.62296 0.36273
C 2.64452 2.08543 0.01910
H 3.20075 2.74144 0.69125
H 2.96881 2.29057 -1.00192
C 1.16475 2.45409 0.15257
N 0.35114 1.69543 -0.74639
C -0.70256 1.13670 -0.37812
N -1.47278 0.37771 -1.22749
C -2.60165 -0.23276 -0.77210
O -3.31353 -0.93796 -1.43836
C -2.83291 0.10322 0.68565
H -3.77510 0.64056 0.80217
H -2.87373 -0.80689 1.28428
S -1.46783 1.14819 1.24960
H -1.17297 0.26552 -2.18627
H 0.83116 2.31514 1.19365
H 1.04078 3.51120 -0.10723
H 3.98010 0.53566 0.68644
H 2.31127 0.31702 1.19970
H 3.46390 -0.04397 -1.59403
H 1.74101 -0.10923 -1.26408
H 3.46745 -1.91205 0.40383
H 3.37087 -2.30270 -1.30800
H 0.88910 -2.36002 -1.16648
H 1.70411 -3.58014 -0.19209
H 0.50471 -0.98759 0.86039
H 1.38606 -2.16269 1.83597
H -1.19176 -2.73435 0.29135
H -1.06001 -2.50942 2.04210
H -0.30828 -3.90301 1.26895

Results
- total charge = 0
- energy relative to the best compared isomer or geometry (same formula, charge and spin) (kJ/mol) = 0.0
- lowest unoccupied orbital energy (eV) = 0.545
- Kohn-Sham gap (eV) = 9.779
- energy (Eh) = -1014.110820

Atomic partial charges in e from the Löwdin method, atoms 1 to 2:
1. C -0.106
2. C -0.270



DFT (ωB97M-V/def2-TZVPD) results for a gas-phase ion, C11H20N3 (charge +1) in a non-equilibrium geometry.

Atoms and positions in Å:
C 2.28050 -0.14315 -1.22241
C 3.37585 0.70197 -1.05470
C 2.19554 0.72382 0.87384
C 1.50537 -0.08262 0.02065
C -0.91455 -0.65685 -1.47869
C -1.96906 0.38431 -1.00729
C -0.99458 0.75135 1.22406
C 0.41208 -0.94948 0.41712
C 0.80337 -1.62480 1.64580
C -1.18822 -2.65251 -0.10962
C -2.18932 2.69035 -0.08399
N 3.27409 1.21912 0.17597
N -0.49697 -1.48913 -0.46632
N -1.30178 1.37775 -0.06000
H 1.90467 -0.70664 -2.09975
H 4.26940 1.04760 -1.73534
H 1.92338 1.14968 1.90222
H -1.29569 -1.12008 -2.48651
H 0.04700 -0.14590 -1.61632
H -2.37252 0.98199 -1.88925
H -2.68218 -0.24424 -0.54522
H -1.79968 0.16083 1.71288
H -0.19053 1.17766 1.85475
H 1.49621 -1.01617 2.21283
H 1.36067 -2.54060 1.48053
H 0.09253 -2.06364 2.41152
H -2.02194 -2.53069 0.66993
H -1.60774 -3.18479 -0.90850
H -0.41133 -3.45043 0.18431
H -1.72981 3.31458 -0.75192
H -3.19682 2.37420 -0.31701
H -2.14166 3.04836 0.95942
H 3.95023 1.84830 0.56197
H -0.38652 1.64985 -0.47496

Results
- total charge = +1
- energy relative to the best compared isomer or geometry (same formula, charge and spin) (kJ/mol) = 392.1
- lowest unoccupied orbital energy (alpha / beta) (eV) = -2.537 / -2.537
- Kohn-Sham gap (alpha / beta) (eV) = 8.103 / 8.104
- energy (Eh) = -595.015959

Atomic partial charges in e from the Löwdin method, atoms 1 to 2:
1. C -0.014
2. C -0.106



DFT (ωB97M-V/def2-TZVPD) results for 2 unconnected molecules or ions with the total composition C11H20N3O in a non-equilibrium geometry.

Atoms and positions in Å:
C -1.35498 -2.36098 -1.35423
C 2.95695 1.82216 1.82556
C -3.03313 1.00162 -0.03248
C -1.69553 1.17038 -0.24036
C -1.12116 -1.49946 -0.17077
C 2.11628 1.79727 0.85699
C 0.08840 -0.73127 -0.07295
C -3.85669 2.30927 -0.09305
C -1.76176 -1.88859 1.20380
C 3.47911 -1.64790 0.23978
C 1.74089 2.10406 -1.48749
N -0.98268 -0.01153 -0.50094
N 1.34030 -0.62650 0.05725
N 2.01437 -1.66360 0.49442
O 1.44152 2.32708 -0.07369
H -0.50700 -2.40990 -1.99058
H -2.07755 -1.99251 -2.04489
H 3.59524 2.72712 1.98479
H 3.03048 1.09126 2.58409
H -3.42142 0.08752 0.18494
H -1.15414 2.07433 -0.25017
H -3.70835 2.84897 -1.00917
H -5.05399 2.19173 0.03971
H -3.34841 2.80322 0.76525
H -2.81917 -2.27299 1.22750
H -1.63182 -1.10916 1.90041
H -1.41194 -2.92320 1.53052
H 3.81419 -0.66641 0.53282
H 3.99008 -2.41508 0.85505
H 3.68781 -2.00041 -0.85545
H 2.88559 2.02041 -1.55568
H 1.40678 2.85705 -2.01943
H 1.25095 1.06181 -1.86899
H 1.70571 -2.66859 0.44563
H -1.60494 -3.40719 -1.10819

Results
- total charge = +1
- energy relative to the best compared isomer or geometry (same formula, charge and spin) (kJ/mol) = 957.1
- lowest unoccupied orbital energy (alpha / beta) (eV) = -4.958 / -4.956
- Kohn-Sham gap (alpha / beta) (eV) = 5.490 / 5.493
- energy (Eh) = -670.087019

Atomic partial charges in e from the Löwdin method, atoms 1 to 2:
1. C -0.009
2. C 0.134



DFT (ωB97M-V/def2-TZVPD) results for 2 unconnected molecules or ions with the total composition C11H20N3O in a non-equilibrium geometry.

Atoms and positions in Å:
C -0.87433 -0.88237 2.18910
C -0.62186 -1.53700 3.53421
C 0.17496 0.15988 1.84074
C -0.35636 1.36301 1.34359
C 1.55209 0.01413 1.59510
C 0.45552 2.28160 0.60056
C 2.37647 1.03076 1.17786
C 1.81482 2.15979 0.52267
O 2.79380 2.92649 -0.06615
H -0.95563 -1.65119 1.40172
H -1.81610 -0.34504 2.32789
H -1.53432 -1.74194 4.14132
H -1.39016 1.68758 1.40241
H 2.01814 -0.93530 1.78195
H -0.05392 3.07316 0.08978
H 3.47157 1.05761 1.27094
H 2.56205 3.85925 -0.16210
H -0.29926 -0.94756 4.44079
H 0.04756 -2.36659 3.35489
C -1.84007 -0.95349 -1.86563
C -1.86670 -2.48474 -1.77922
C 0.21275 0.39766 -2.12449
N -0.48920 -0.53039 -1.51943
N 1.55198 0.45549 -1.83184
N -0.15450 1.24636 -3.09845
H -2.13037 -0.62988 -2.86144
H -2.67227 -0.60035 -1.26645
H -2.66380 -2.93109 -1.16154
H -1.01615 -3.04077 -1.34493
H -0.09889 -1.07037 -0.73679
H 1.91437 0.14802 -0.94598
H 2.19291 0.83864 -2.49966
H -1.06958 1.03504 -3.48544
H 0.57968 1.81059 -3.47582
H -1.81523 -2.89696 -2.79014

Results
- total charge = +1
- energy relative to the best compared isomer or geometry (same formula, charge and spin) (kJ/mol) = 152.9
- lowest unoccupied orbital energy (eV) = -2.699
- Kohn-Sham gap (eV) = 8.998
- energy (Eh) = -670.393290

Atomic partial charges in e from the Löwdin method, atoms 1 to 2:
1. C -0.215
2. C -0.113



DFT (ωB97M-V/def2-TZVPD) results for C11H20N4 in the gas phase in a non-equilibrium geometry.

Atoms and positions in Å:
C -3.11473 -1.58809 0.81779
C -2.80185 -1.51926 -0.66925
C -1.49801 -0.78940 -0.91051
C -2.32302 1.57975 -1.05326
C -1.11225 1.14373 0.69356
C -0.27011 0.47945 1.73981
C 2.07856 0.48422 0.94054
C 3.24394 -0.40447 0.45811
C 2.90546 -0.68983 -1.01695
C 2.12607 0.53595 -1.50177
C 1.97455 1.41858 -0.27411
H -3.16863 -0.57993 1.29856
H -4.11113 -2.01583 1.01020
H -2.38229 -2.25810 1.31980
H -3.60557 -1.07391 -1.27834
H -2.70658 -2.56010 -1.05140
H -0.63010 -1.22615 -0.40638
H -1.30538 -0.74209 -1.96407
H -2.79501 1.44691 -2.04203
H 0.03438 1.29943 2.41555
H -0.88930 -0.23629 2.32361
H 1.09797 -1.10886 1.76384
H 2.37563 1.08367 1.84546
H 4.16179 0.23792 0.63162
H 3.39442 -1.28005 1.10646
H 3.80473 -0.88261 -1.57309
H 2.26857 -1.57010 -1.09563
H 2.64496 1.05060 -2.30139
H 1.14375 0.20066 -1.88131
H 1.08160 2.03625 -0.23477
H 2.78121 2.13514 -0.25419
N -1.57305 0.58043 -0.45972
N -2.21050 2.68268 -0.35672
N -1.48255 2.40512 0.75947
N 0.86248 -0.27540 1.20049

Results
- total charge = 0
- energy relative to the best compared isomer or geometry (same formula, charge and spin) (kJ/mol) = 0.0
- lowest unoccupied orbital energy (eV) = 0.715
- Kohn-Sham gap (eV) = 9.866
- energy (Eh) = -650.152082

Atomic partial charges in e from the Löwdin method, atoms 1 to 2:
1. C -0.109
2. C -0.238



DFT (ωB97M-V/def2-TZVPD) results for C11H20O4 in the gas phase.

Atoms and positions in Å:
C -1.24259 -3.14891 4.14215
O -1.37108 -3.99070 3.00959
C -0.77692 -3.48605 1.83475
C -1.57652 -2.36565 1.16933
C -0.84046 -1.81853 -0.05770
C -1.59300 -0.68819 -0.77851
C -1.07637 0.73715 -0.43971
C -0.40645 1.47611 -1.61536
C 1.12264 1.29502 -1.66795
C 1.93475 2.49099 -2.21710
C 3.13920 2.92214 -1.35774
O 2.62149 4.02884 -0.61948
C 1.69366 4.61327 -1.42528
O 1.37051 5.76145 -1.37663
O 1.16431 3.69025 -2.25797
H -2.22579 -2.78203 4.44999
H -0.80914 -3.72471 4.96540
H -0.59609 -2.29002 3.93897
H 0.25107 -3.14443 2.02724
H -0.71256 -4.32683 1.13563
H -2.53908 -2.78731 0.86117
H -1.76327 -1.55968 1.88962
H -0.67837 -2.65622 -0.74703
H 0.14995 -1.47974 0.26459
H -1.47937 -0.83522 -1.85740
H -2.65857 -0.74041 -0.54789
H -1.91041 1.34889 -0.08612
H -0.36250 0.66126 0.38795
H -0.66008 2.53344 -1.56106
H -0.83334 1.10944 -2.55483
H 1.34799 0.43765 -2.30983
H 1.49894 1.03707 -0.67256
H 2.32145 2.24690 -3.20815
H 3.55026 2.14915 -0.71228
H 3.94575 3.28560 -2.00581

Results
- total charge = 0
- energy relative to the best compared isomer or geometry (same formula, charge and spin) (kJ/mol) = 52.2
- lowest unoccupied orbital energy (eV) = 0.677
- Kohn-Sham gap (eV) = 10.355
- energy (Eh) = -732.070841

Atomic partial charges in e from the Löwdin method, atoms 1 to 2:
1. C -0.112
2. O -0.188



DFT (ωB97M-V/def2-TZVPD) results for a molecular structure, C11H21AsBF3N3O3 in a non-equilibrium geometry.

Atoms and positions in Å:
C 0.97102 2.43215 2.44678
C 0.54784 1.17916 2.15563
As 0.39940 0.35360 0.21530
N 2.11500 1.03235 -0.25958
C -0.41727 2.13555 -0.52307
C -0.52575 2.22896 -1.99515
C -1.86062 1.99433 -2.67628
N 0.50347 2.54159 -2.69266
C 1.35497 -1.32050 0.96045
C 2.70098 -1.66142 0.32314
O 3.80256 -1.13185 1.03647
C 2.89181 -3.18214 0.38684
F 2.63304 -3.71783 1.59813
F 2.11720 -3.79578 -0.53569
F 4.16955 -3.53468 0.08812
N 0.28077 -0.45870 -1.65547
C -0.23828 -1.53376 -1.72692
O -0.78445 -2.58995 -1.77817
B -1.44521 -0.36866 0.79269
O -1.47224 -1.17606 1.94217
C -2.83777 -0.05968 0.09799
C -3.79627 -1.27705 0.28628
H 0.42377 3.29917 2.08752
H 1.87764 2.63018 3.01795
H 0.31848 0.50919 2.98594
H 2.05371 1.85363 -0.84531
H 2.70215 1.19006 0.54334
H -1.40173 2.31669 -0.08819
H 0.20486 2.98074 -0.23798
H -1.93717 0.97926 -3.05499
H -2.66155 2.16602 -1.95929
H -1.99128 2.73425 -3.46118
H 0.24281 2.54885 -3.67686
H 0.72384 -2.20532 0.90858
H 1.56045 -1.16451 2.01918
H 2.74952 -1.41604 -0.73476
H 3.46342 -0.62375 1.77608
H -1.40736 -2.09022 1.64157
H -2.74074 0.08990 -0.97156
H -3.29153 0.79738 0.59833
H -4.20927 -1.26674 1.28850
H -3.22165 -2.18964 0.15191
H -4.56810 -1.22871 -0.47580

Results
- total charge = -1
- lowest unoccupied orbital energy (eV) = 2.984
- Kohn-Sham gap (eV) = 6.998
- energy (Eh) = -3381.886753

Atomic partial charges in e from the Löwdin method, atoms 1 to 2:
1. C -0.116
2. C -0.252